(1)
The following is a quantum chemistry calculation of a 3-piece molecular cluster, C3H15N2O2 overall, from the Open Molecules 2025 dataset.

Geometry as XYZ:
```
22
Properties=species:S:1:pos:R:3:forces:R:3
C 0.214 1.281 -0.972 0.663 -1.053 -0.754
N 0.502 2.675 -0.788 -0.352 0.620 0.338
C 0.643 0.300 0.130 -0.649 -1.069 -1.748
N -0.583 -0.026 0.936 -0.600 1.898 0.291
C -0.384 -0.908 2.095 0.578 -1.410 1.933
H -0.862 1.112 -1.173 0.095 0.226 0.280
H 0.673 0.898 -1.898 0.116 0.137 0.247
H 0.623 3.131 -1.680 0.105 0.191 0.239
H 1.190 2.992 -0.110 -0.123 -0.560 -0.350
H 0.973 -0.661 -0.334 -0.721 0.672 0.170
H 1.550 0.536 0.647 -0.034 0.850 1.119
H -1.316 -0.488 0.283 1.199 0.026 1.042
H -1.100 0.856 1.201 1.012 -0.857 -0.082
H 0.663 -1.309 2.162 -1.108 -0.171 -1.049
H -0.396 -0.533 3.162 -0.783 0.720 -1.523
H -1.190 -1.664 1.995 1.065 0.070 0.445
H 3.256 -1.166 -1.686 0.089 -0.361 -0.717
H 1.990 -1.518 -2.640 0.776 -0.177 -0.201
O 2.307 -1.149 -1.814 -0.664 0.394 0.716
H -2.876 -2.152 0.594 -0.469 0.286 -0.210
H -3.277 -0.768 -0.116 -0.565 -0.498 0.150
O -2.598 -1.439 0.007 0.370 0.067 -0.335
```
Forces are in eV/Å.

Values from the calculation:
energy relative to the best compared isomer or geometry (same formula, charge and spin) = 38.90 kcal per mole
frontier orbital gap = 9.3927 eV
HOMO energy = -12.412 eV
charge = +1

(2)
The following is a quantum chemistry calculation of one molecule with the formula C6H11N, from the Open Molecules 2025 dataset.

Geometry as XYZ:
```
18
Properties=species:S:1:pos:R:3:forces:R:3
C 3.373 -0.267 -1.247 -0.093 -0.637 1.112
C 2.430 -0.327 -0.074 -0.572 -0.594 -0.378
C 1.196 0.177 -0.146 0.168 0.732 0.780
C 0.093 0.078 0.820 -0.055 -0.799 -0.515
C -1.121 0.481 0.442 -0.609 0.940 -0.507
N -2.344 0.428 1.114 1.706 0.140 0.674
C -3.466 0.038 0.309 -0.925 0.224 -0.056
H 4.339 0.123 -0.913 -0.112 0.525 -0.503
H 3.608 -1.292 -1.552 -0.169 0.037 -0.235
H 2.845 0.248 -2.042 0.616 0.294 -0.282
H 2.703 -0.981 0.748 0.039 0.131 0.164
H 0.981 0.849 -0.974 -0.075 -0.215 -0.215
H 0.165 -0.565 1.687 0.335 0.108 0.276
H -1.208 1.010 -0.510 0.006 -0.190 -0.018
H -2.192 0.115 2.066 -0.793 -0.376 -0.250
H -3.257 -0.837 -0.313 -0.037 0.095 -0.155
H -3.775 0.904 -0.293 0.260 -0.330 -0.298
H -4.370 -0.181 0.878 0.311 -0.086 0.406
```
Forces are in eV/Å.

Values from the calculation:
energy relative to the best compared isomer or geometry (same formula, charge and spin) = 35.79 kcal per mole
frontier orbital gap = 8.6082 eV
HOMO energy = -7.477 eV
structure (SMILES) = C/C=C/C=C/NC

(3)
The following is a quantum chemistry calculation of a 7-piece molecular cluster, C13H36Cl6O12P2 overall, from the Open Molecules 2025 dataset.

Geometry as XYZ:
```
69
Properties=species:S:1:pos:R:3:forces:R:3
C 5.658 -1.412 -4.006 0.963 -0.622 -0.940
O 4.532 -1.465 -3.136 -0.098 0.929 0.362
P 3.989 -0.063 -2.593 0.623 0.199 -0.074
O 2.898 -0.231 -1.617 0.151 -0.086 -0.515
O 5.295 0.716 -2.078 -0.891 -0.814 -0.479
C 5.188 1.477 -0.875 -0.698 0.419 1.065
O 3.614 0.769 -3.899 0.031 -0.356 0.381
C 2.397 0.378 -4.588 0.133 0.536 0.161
H 5.505 -2.116 -4.826 -0.275 0.018 0.105
H 6.581 -1.730 -3.519 -0.250 0.055 0.426
H 5.866 -0.443 -4.460 -0.391 0.182 0.232
H 5.257 0.870 0.031 0.364 -0.286 -0.331
H 4.196 1.929 -0.770 0.175 0.188 -0.347
H 5.955 2.245 -0.873 0.039 -0.071 -0.186
H 2.162 -0.668 -4.401 -0.106 0.010 -0.098
H 2.554 0.580 -5.645 0.079 -0.191 0.014
H 1.603 1.035 -4.233 -0.112 -0.236 0.046
C -2.626 2.201 5.894 0.384 1.239 0.089
O -3.493 1.415 5.078 0.370 -0.868 -0.420
P -2.926 0.059 4.478 0.634 0.031 -0.677
O -1.522 0.081 3.994 -0.619 0.128 0.456
O -3.934 -0.374 3.337 0.116 0.274 0.431
C -3.577 -0.138 1.971 0.093 0.296 -0.631
O -3.211 -0.969 5.632 -0.286 0.060 0.121
C -2.799 -2.317 5.446 0.678 -0.901 -0.320
H -1.573 1.917 5.872 -0.186 -0.549 -0.055
H -2.994 2.240 6.917 -0.059 -0.240 -0.028
H -2.629 3.218 5.491 -0.247 -0.087 0.048
H -3.307 -1.070 1.478 -0.215 -0.164 0.181
H -2.726 0.531 1.844 -0.008 0.058 0.311
H -4.430 0.320 1.476 -0.115 -0.130 0.006
H -1.866 -2.503 5.980 -0.200 0.111 0.260
H -2.572 -2.581 4.409 -0.227 0.385 -0.100
H -3.576 -3.004 5.774 -0.082 0.256 0.238
Cl -3.846 1.186 -3.582 -0.143 0.359 -0.563
C -3.648 2.565 -4.701 -0.522 0.340 0.403
Cl -2.154 2.497 -5.599 0.436 -0.103 -0.234
H -4.474 2.629 -5.402 -0.010 -0.462 0.026
H -3.654 3.486 -4.125 0.148 -0.182 0.244
Cl -1.766 5.465 0.317 0.071 -0.010 -0.152
C -1.845 3.916 -0.559 0.362 0.343 0.155
Cl -3.465 3.615 -1.168 -0.313 -0.188 0.123
H -1.200 3.950 -1.429 0.157 0.123 0.148
H -1.521 3.152 0.136 -0.243 -0.210 -0.195
Cl -2.075 -4.702 -0.512 0.085 -0.076 0.033
C -0.502 -3.923 -0.829 -0.623 0.360 0.139
Cl 0.745 -4.451 0.317 -0.197 -0.092 -0.469
H -0.269 -4.099 -1.873 0.453 -0.343 0.190
H -0.661 -2.859 -0.718 0.214 -0.077 0.193
O -0.055 -1.286 -2.165 0.284 -0.205 -0.048
C -1.147 -0.395 -2.284 0.127 0.522 1.148
C -1.742 -0.007 -0.917 -0.379 -0.017 -0.145
O -0.961 0.935 -0.206 0.461 -0.122 0.206
H 0.709 -0.861 -1.752 -0.028 0.220 -0.050
H -0.829 0.547 -2.739 -0.145 -0.072 -0.410
H -1.894 -0.918 -2.876 -0.056 0.166 -0.153
H -1.946 -0.919 -0.343 0.247 0.053 0.085
H -2.707 0.500 -1.042 -0.016 -0.225 -0.358
H -0.404 0.517 0.483 -0.085 -0.170 -0.319
O 3.179 -0.526 1.053 -0.024 -0.014 -0.052
C 2.495 -1.553 1.737 0.211 0.030 0.332
C 1.339 -1.074 2.577 -0.533 -0.086 1.125
O 0.231 -0.530 1.856 0.268 -0.418 0.128
H 3.041 -0.634 0.095 -0.040 0.255 0.298
H 2.207 -2.346 1.043 -0.206 0.102 0.097
H 3.175 -2.000 2.476 0.097 -0.057 -0.174
H 1.640 -0.391 3.389 0.407 0.465 -0.712
H 0.983 -1.895 3.226 0.007 -0.389 -0.670
H -0.465 -0.491 2.533 -0.242 0.405 -0.097
```
Forces are in eV/Å.

Values from the calculation:
frontier orbital gap = 10.1146 eV
HOMO energy = -9.577 eV
structure (SMILES) = COP(=O)(OC)OC.COP(=O)(OC)OC.ClCCl.ClCCl.ClCCl.OCCO.OCCO

(4)
The following is a quantum chemistry calculation of one molecule with the formula C19H20N2O5S, from the Open Molecules 2025 dataset.

Geometry as XYZ:
```
47
Properties=species:S:1:pos:R:3:forces:R:3
O -1.766 -0.204 -1.351 0.080 0.025 0.175
C -1.210 -0.108 -0.285 -0.101 -0.128 -0.395
O -1.752 -0.524 0.869 0.099 -0.040 0.242
C -3.121 -0.866 0.786 -0.142 0.147 -0.276
C -3.937 0.411 0.522 0.194 -0.403 0.142
O -3.423 1.509 0.570 0.131 0.241 0.051
N -5.236 0.214 0.253 -0.288 0.203 -0.069
C -5.918 -1.056 0.110 0.026 -0.526 -0.029
C -7.385 -0.665 -0.077 0.079 0.002 -0.071
C -7.288 0.689 -0.777 0.069 -0.038 0.163
C -6.104 1.338 -0.071 -0.007 0.430 -0.045
C 0.165 0.428 -0.107 0.256 0.146 0.112
C 0.881 0.788 -1.248 -0.071 -0.026 0.112
C 2.161 1.296 -1.128 -0.094 0.004 -0.124
C 2.710 1.438 0.132 0.428 0.125 0.167
S 4.369 2.094 0.277 0.359 -0.032 -0.354
O 4.815 1.965 1.631 -0.262 -0.297 -0.114
O 4.430 3.376 -0.357 -0.119 -0.089 -0.248
N 5.238 1.087 -0.748 -0.420 0.881 0.235
C 5.730 -0.162 -0.384 0.075 -0.750 0.352
C 6.849 -0.690 -1.024 -0.144 0.217 -0.021
C 7.313 -1.948 -0.688 -0.013 -0.018 0.015
C 6.675 -2.690 0.292 0.039 -0.103 0.028
C 5.565 -2.164 0.930 -0.004 -0.001 -0.016
C 5.086 -0.911 0.595 0.078 -0.038 -0.027
C 2.008 1.101 1.273 0.152 0.061 0.145
C 0.726 0.592 1.157 -0.109 -0.012 -0.215
H -3.281 -1.589 -0.022 -0.027 0.055 0.185
H -3.386 -1.304 1.750 0.006 0.020 -0.105
H -5.545 -1.590 -0.773 -0.047 -0.046 0.071
H -5.766 -1.688 0.989 -0.030 -0.041 -0.075
H -7.866 -0.548 0.895 -0.025 -0.024 0.033
H -7.936 -1.404 -0.654 -0.022 -0.060 0.051
H -7.065 0.548 -1.835 -0.005 0.021 -0.050
H -8.198 1.277 -0.685 -0.019 0.036 -0.052
H -6.413 1.841 0.852 0.007 0.057 -0.096
H -5.558 2.055 -0.686 -0.073 -0.010 0.085
H 0.414 0.661 -2.212 -0.009 0.003 -0.070
H 2.738 1.589 -1.990 0.001 -0.022 -0.172
H 5.786 1.602 -1.419 -0.065 0.251 -0.003
H 7.350 -0.109 -1.786 0.070 0.061 -0.087
H 8.181 -2.347 -1.191 0.063 -0.018 -0.044
H 7.043 -3.669 0.557 0.029 -0.079 0.024
H 5.062 -2.734 1.697 -0.049 -0.040 0.066
H 4.225 -0.500 1.096 -0.067 -0.106 0.100
H 2.480 1.242 2.234 -0.016 -0.034 0.134
H 0.155 0.328 2.032 -0.013 -0.006 0.071
```
Forces are in eV/Å.

Values from the calculation:
energy relative to the best compared isomer or geometry (same formula, charge and spin) = 31.91 kcal per mole
frontier orbital gap = 8.5866 eV
HOMO energy = -8.649 eV
structure (SMILES) = O=C(OCC(=O)N1CCCC1)c1ccc(S(=O)(=O)Nc2ccccc2)cc1

(5)
The following is a quantum chemistry calculation of C6H8 as an isolated structure, from the Open Molecules 2025 dataset.

Geometry as XYZ:
```
14
Properties=species:S:1:pos:R:3:forces:R:3
C -0.249 -1.595 0.878 -0.007 0.220 -0.088
C -0.458 -0.385 0.002 0.352 0.070 0.082
C 0.129 -0.285 -1.375 -0.077 -0.064 -0.165
C 0.754 0.926 -0.747 0.220 0.111 0.068
C -0.566 0.932 0.493 -0.359 0.237 0.113
C -1.084 1.860 1.231 0.308 -0.293 -0.172
H 0.802 -1.708 1.188 -0.202 0.070 -0.069
H -0.524 -2.502 0.324 0.049 0.211 0.093
H -0.860 -1.508 1.784 0.129 0.029 -0.172
H -0.575 -0.076 -2.186 0.130 -0.011 0.185
H 0.812 -1.094 -1.651 -0.161 0.143 0.140
H 1.729 0.777 -0.281 -0.280 -0.022 -0.126
H 0.633 1.907 -1.219 -0.057 -0.404 0.253
H -0.543 2.750 1.560 -0.044 -0.298 -0.141
```
Forces are in eV/Å.

Values from the calculation:
energy relative to the best compared isomer or geometry (same formula, charge and spin) = 106.91 kcal per mole
frontier orbital gap (spin up / spin down) = 7.2455 / 7.2438 eV
HOMO energy (spin up / spin down) = -7.264 / -7.263 eV

Number 1: strongest force on any atom 2.5 eV/A. Number 2: strongest force on any atom 1.8 eV/A. Number 3: strongest force on any atom 1.5 eV/A. Number 4: strongest force on any atom 1.0 eV/A. Number 5: strongest force on any atom 0.5 eV/A.